# 1
The following is a DFT calculation (ωB97M-V/def2-TZVPD) of a cluster of 2 separate species, C6H14O in total.

Geometry as XYZ:
```
21
C6H14O, DFT ωB97M-V/def2-TZVPD
C 0.32 3.32 -0.40
C 0.00 2.04 -1.05
C 0.68 0.79 -0.41
C -0.22 -0.44 -0.47
C 0.32 -1.63 0.31
C -0.73 -2.73 0.43
O -0.17 -3.81 1.15
H 0.59 3.33 2.89
H 0.80 4.11 -0.97
H 0.08 3.51 0.65
H -1.09 1.89 -0.93
H 0.20 2.07 -2.13
H 1.63 0.60 -0.93
H 0.92 1.03 0.63
H -0.41 -0.73 -1.52
H -1.20 -0.16 -0.05
H 1.21 -2.05 -0.17
H 0.61 -1.32 1.32
H -1.62 -2.32 0.95
H -1.06 -3.04 -0.58
H -0.86 -4.47 1.27
```

---

# 2
The following is a DFT calculation (ωB97M-V/def2-TZVPD) of an isolated molecule of C6H14O.

Geometry as XYZ:
```
21
Properties=species:S:1:pos:R:3
C 1.15 0.51 -3.12
C 1.59 0.26 -1.68
C 0.52 -0.50 -0.87
C 0.56 -0.21 0.63
C -0.79 -0.45 1.28
O -0.79 0.11 2.57
C -2.08 0.19 3.11
H 1.91 1.05 -3.69
H 0.23 1.11 -3.15
H 0.94 -0.43 -3.64
H 2.54 -0.28 -1.65
H 1.77 1.22 -1.18
H -0.47 -0.22 -1.26
H 0.61 -1.58 -1.06
H 0.81 0.85 0.80
H 1.34 -0.79 1.13
H -1.57 0.03 0.67
H -1.03 -1.53 1.32
H -2.76 0.72 2.42
H -2.01 0.76 4.04
H -2.50 -0.80 3.32
```

## Properties
**SMILES**: CCCCCOC

---

# 3
The following is a DFT calculation (ωB97M-V/def2-TZVPD) of a cluster of 2 separate species, C6H14O in total in a non-equilibrium geometry.

Geometry as XYZ:
```
21
Properties=species:S:1:pos:R:3
C -1.08 -0.58 -1.54
C -1.01 -0.80 -0.23
C -0.75 -2.09 0.47
O -2.09 0.07 0.83
H -1.29 0.39 -1.97
H -0.89 -1.40 -2.23
H -1.58 -2.35 1.13
H -0.61 -2.94 -0.20
H 0.12 -2.04 1.12
H -2.67 0.55 0.23
C 0.57 2.17 0.09
C 0.74 0.76 0.60
C 1.91 0.03 -0.01
H 1.44 2.77 0.35
H -0.31 2.64 0.54
H 0.45 2.18 -1.00
H 0.78 0.72 1.69
H -0.44 0.35 0.64
H 2.02 -0.98 0.36
H 1.84 0.01 -1.10
H 2.84 0.56 0.23
```

## Properties
**SMILES**: C=C(C)O.CCC

---

| no. | total energy (a.u.) |
| --- | --- |
| 1 | -312.06376 |
| 2 | -312.22406 |
| 3 | -312.10571 |